(1)
11
Properties=species:S:1:pos:R:3:forces:R:3:lowdin_charge:R:1 method="wB97M-V/def2-TZVPD" homo_ha=-0.3145 e_tot_ev=-16083.876 orbital_gap_ev=8.110 relative_energy_ev=7.115 lumo_ha=-0.0165 molar_mass_da=90.1 max_force_ha_per_bohr=0.163
C -1.108 -0.856 -0.057 -5.397 -0.822 2.280 -0.192
C 1.058 -0.426 -0.261 3.670 7.223 2.128 -1.022
C 0.524 1.069 -0.062 -0.654 2.070 -0.399 -0.146
H -1.546 -1.886 0.416 -0.332 2.752 -1.849 0.172
H -1.249 0.001 0.649 -0.476 -1.613 0.366 0.051
H -1.442 -0.315 -1.000 -0.116 -2.065 0.433 0.109
H 0.650 1.384 1.535 -0.360 -0.809 -4.768 0.229
H -0.935 1.090 -0.355 5.435 1.526 0.572 0.149
H 1.236 1.809 -0.799 -2.311 -1.833 2.664 0.107
O 0.159 -1.216 -0.039 0.343 -5.861 -0.496 -0.138
S 2.653 -0.654 -0.026 0.200 -0.568 -0.931 0.682


(2)
11
Properties=species:S:1:pos:R:3:forces:R:3:lowdin_charge:R:1 method="wB97M-V/def2-TZVPD" homo_ha=-0.3441 e_tot_ev=-16087.381 orbital_gap_ev=9.252 relative_energy_ev=3.609 lumo_ha=-0.0041 smiles="C=C1OS1.C" molar_mass_da=90.1 max_force_ha_per_bohr=0.075
C 0.119 -1.728 -0.633 0.900 -1.178 1.850 -0.776
C -0.596 2.260 0.464 -0.970 -3.072 -2.145 -0.027
C 1.337 -2.013 -0.226 1.830 -1.037 0.929 0.000
O -0.682 -1.106 -1.446 0.292 1.485 -2.027 -0.318
S -1.547 -1.938 -0.225 -0.799 -0.670 0.871 0.933
H -0.528 3.270 0.436 0.218 3.163 -0.865 -0.027
H -1.647 1.958 0.534 -0.007 0.084 -0.925 0.031
H -0.339 2.044 1.422 1.679 -1.112 2.759 -0.025
H 1.572 -2.709 0.651 -1.190 1.116 -1.247 0.088
H -0.001 1.687 -0.321 -0.922 0.911 1.171 0.057
H 2.311 -1.725 -0.655 -1.031 0.311 -0.371 0.064


(3)
12
Properties=species:S:1:pos:R:3:forces:R:3:lowdin_charge:R:1 method="wB97M-V/def2-TZVPD" homo_ha=-0.3252 e_tot_ev=-26921.249 orbital_gap_ev=9.150 relative_energy_ev=5.194 lumo_ha=0.0111 molar_mass_da=122.2 max_force_ha_per_bohr=0.098
C -0.020 -2.109 0.333 -2.260 0.557 -2.001 -0.082
C 0.000 -0.119 -1.258 -0.288 -0.026 5.011 -1.272
C -0.007 2.176 0.712 1.458 0.798 -0.142 -0.461
H -0.297 -2.168 1.485 0.215 -0.105 -2.810 0.128
H 0.982 -2.514 0.131 -0.457 -0.148 0.104 0.077
H -0.812 -2.389 -0.578 1.761 -0.853 2.966 0.109
H 0.541 1.109 1.329 -1.932 4.048 -1.386 0.116
H 0.864 3.272 0.410 -2.752 -3.423 1.888 0.115
H -1.229 2.694 1.109 4.111 -2.111 -1.378 0.127
O -0.011 -0.706 0.015 0.907 2.096 -0.017 -0.351
S -0.205 -0.865 -2.607 -0.092 -1.340 -2.553 0.742
S 0.195 1.618 -1.081 -0.669 0.505 0.316 0.752


(4)
12
Properties=species:S:1:pos:R:3:forces:R:3:lowdin_charge:R:1 method="wB97M-V/def2-TZVPD" homo_ha=-0.3179 e_tot_ev=-26925.245 orbital_gap_ev=9.181 relative_energy_ev=1.198 lumo_ha=0.0195 smiles="COC(=S)SC" molar_mass_da=122.2 max_force_ha_per_bohr=0.053
C -1.965 0.770 -0.064 0.696 0.520 0.428 -0.056
C -0.330 -1.030 -0.058 -0.434 -0.011 -0.430 -1.199
C 2.251 -0.030 0.144 1.444 2.100 -0.945 -0.440
H -1.953 1.574 0.680 -0.071 -0.510 0.166 0.099
H -2.724 0.020 0.096 0.199 -0.343 0.342 0.042
H -2.167 1.259 -0.985 -0.092 0.246 -1.037 0.079
H 1.759 0.620 0.941 0.953 -1.013 -1.021 0.067
H 3.325 -0.291 0.329 -1.077 -0.167 0.794 0.040
H 2.483 0.597 -0.792 -1.216 -0.695 1.114 0.060
O -0.599 0.277 -0.148 0.238 -0.456 0.308 -0.200
S -1.429 -2.232 0.034 -0.191 -0.115 0.063 0.652
S 1.349 -1.534 -0.177 -0.449 0.444 0.219 0.857


(5)
11
Properties=species:S:1:pos:R:3:forces:R:3:lowdin_charge:R:1 method="wB97M-V/def2-TZVPD" homo_ha="-0.2944 / -0.2636" e_tot_ev=-70596.133 orbital_gap_ev="8.332 / 6.847" relative_energy_ev=4.683 lumo_ha="0.0118 / -0.0120" molar_mass_da=137.0 max_force_ha_per_bohr=0.103
C -0.102 -0.854 -0.456 -0.159 5.250 0.504 -0.279
C 0.962 0.236 -0.873 -4.305 0.852 -0.094 -0.315
C -0.378 0.426 1.493 -0.025 0.389 -1.771 -0.492
O -0.101 -0.727 0.925 -0.758 -2.672 1.679 -0.249
Se 0.450 1.758 0.441 0.830 0.175 -1.199 0.905
H -1.210 -0.344 -0.796 1.027 -1.027 0.713 0.050
H 0.122 -1.835 -0.686 0.260 -1.926 -0.689 0.098
H 1.887 -0.065 -0.564 2.644 -0.585 0.050 0.017
H 0.765 0.582 -1.901 0.717 -0.116 0.498 0.073
H -2.117 0.323 -0.154 0.177 0.004 0.396 0.124
H -0.279 0.500 2.571 -0.408 -0.344 -0.086 0.068


(6)
12
Properties=species:S:1:pos:R:3:forces:R:3:lowdin_charge:R:1 method="wB97M-V/def2-TZVPD" homo_ha=-0.3066 e_tot_ev=-21005.010 orbital_gap_ev=8.517 relative_energy_ev=1.767 lumo_ha=0.0064 smiles="[SiH3]OC1=C=C1[SiH3]" molar_mass_da=114.3 max_force_ha_per_bohr=0.092
C -1.335 -2.147 0.079 3.393 1.798 -0.050 0.122
C -1.306 -0.735 -0.042 -2.688 2.701 -0.126 -0.426
C -0.075 -1.177 0.027 1.367 -1.921 -0.176 -0.332
O 1.244 -0.850 -0.023 -0.939 -0.883 0.030 -0.282
Si 2.784 0.026 -0.159 -4.254 -0.939 1.900 0.720
Si -2.476 0.887 -0.057 2.315 -1.682 1.904 0.684
H 2.120 1.292 0.152 0.809 0.793 -0.650 -0.045
H 3.364 -0.565 -1.272 0.677 -0.009 -1.944 -0.081
H 3.622 -0.367 0.922 0.563 -0.168 0.909 -0.087
H -2.563 1.208 1.414 -0.091 -0.025 -0.481 -0.083
H -3.797 0.492 -0.456 -0.597 0.199 -0.760 -0.100
H -1.583 1.937 -0.584 -0.553 0.136 -0.555 -0.089


(7)
10
Properties=species:S:1:pos:R:3:forces:R:3:lowdin_charge:R:1 method="wB97M-V/def2-TZVPD" homo_ha="-0.2863 / -0.2864" e_tot_ev=-14037.749 orbital_gap_ev="5.535 / 5.537" relative_energy_ev=5.118 lumo_ha="-0.0829 / -0.0829" molar_mass_da=74.1 max_force_ha_per_bohr=0.120
C 1.146 0.261 -0.566 2.211 5.584 -1.365 -0.178
C 0.812 0.009 0.897 -0.869 -1.432 0.058 -0.108
C 0.177 -0.626 -0.260 -3.718 -4.313 -0.281 -0.066
S -3.096 -0.130 0.257 1.469 -0.256 -0.167 0.088
H 0.821 1.347 -0.755 0.233 -1.528 0.070 0.161
H 2.112 0.161 -1.077 -0.462 -0.743 0.134 0.124
H 1.316 -0.761 1.455 0.421 0.211 0.514 0.104
H 0.242 0.758 1.435 0.317 0.022 -0.064 0.112
H -0.042 -1.705 -0.660 0.320 2.383 1.255 0.148
H -3.490 0.686 -0.726 0.078 0.073 -0.153 -0.384


(8)
10
Properties=species:S:1:pos:R:3:forces:R:3:lowdin_charge:R:1 method="wB97M-V/def2-TZVPD" homo_ha=-0.3245 e_tot_ev=-14042.226 orbital_gap_ev=9.877 relative_energy_ev=0.640 lumo_ha=0.0385 smiles=SC1CC1 molar_mass_da=74.1 max_force_ha_per_bohr=0.034
C 0.305 -0.081 0.560 -0.201 0.946 0.738 -0.724
C -0.726 0.650 -0.308 1.591 -0.568 -0.472 -0.166
C -0.683 -0.866 -0.205 -0.835 0.959 0.195 -0.213
H 2.466 0.943 0.226 -0.200 0.178 0.103 -0.138
H 0.291 -0.055 1.670 -0.280 -0.021 -0.995 0.110
H -1.494 1.214 0.196 -0.119 0.072 -0.316 0.090
H -0.208 0.977 -1.250 -1.122 0.321 1.151 0.097
H -1.486 -1.246 0.390 -0.245 -0.759 -0.085 0.095
H -0.341 -1.350 -1.099 -0.145 -0.565 -0.026 0.086
S 1.875 -0.186 -0.180 1.555 -0.562 -0.294 0.762


(9)
11
Properties=species:S:1:pos:R:3:forces:R:3:lowdin_charge:R:1 method="wB97M-V/def2-TZVPD" homo_ha=-0.3293 e_tot_ev=-24877.320 orbital_gap_ev=8.524 relative_energy_ev=1.388 lumo_ha=-0.0160 smiles="C[C@H](S)C=S" molar_mass_da=106.2 max_force_ha_per_bohr=0.059
C 0.471 1.324 -0.391 -1.125 -1.955 -1.486 -0.107
C 0.289 -0.073 0.361 1.529 2.510 0.672 -0.721
C -1.038 -0.705 0.560 0.694 -0.591 1.776 -0.823
H -0.174 1.235 -1.282 0.304 0.268 0.069 0.059
H 1.481 1.432 -0.752 0.403 -0.162 0.010 0.053
H 0.199 2.267 0.076 -0.229 -0.439 0.821 0.069
H 0.704 0.161 1.373 -0.194 -0.784 -0.587 0.098
H 0.050 -2.013 -0.749 0.490 -0.479 -0.436 -0.156
H -0.896 -1.292 1.520 -0.980 0.334 -0.980 0.081
S 1.234 -1.547 -0.329 -0.566 1.003 0.260 0.741
S -2.320 -0.787 -0.386 -0.326 0.294 -0.121 0.705


(10)
11
Properties=species:S:1:pos:R:3:forces:R:3:lowdin_charge:R:1 method="wB97M-V/def2-TZVPD" homo_ha=-0.3173 e_tot_ev=-24877.686 orbital_gap_ev=8.522 relative_energy_ev=1.022 lumo_ha=-0.0041 smiles="CC(=S)CS" molar_mass_da=106.2 max_force_ha_per_bohr=0.048
C -0.856 1.152 -0.485 1.089 0.294 2.141 -0.149
C -0.738 -0.301 -0.084 0.912 1.273 -0.201 -0.994
C 0.547 -0.520 0.667 0.823 1.622 0.798 -0.568
H -1.337 1.588 0.426 0.363 0.104 -0.633 0.106
H -1.461 1.373 -1.302 -1.128 -0.023 -1.382 0.046
H 0.124 1.660 -0.613 -0.485 -0.396 0.123 0.082
H 0.599 -1.369 1.362 -0.325 0.379 -0.343 0.069
H 0.755 0.506 1.223 -0.139 -2.303 -0.860 0.109
H 2.357 -1.988 -0.165 -0.618 1.313 -0.456 -0.110
S -1.872 -1.353 -0.411 -0.769 -1.159 -0.071 0.749
S 1.883 -0.747 -0.618 0.276 -1.104 0.884 0.660